# 1
A structure of composition C7H13BF4O4SeV. Source: the OMol25 dataset; level of theory: ωB97M-V/def2-TZVPD.

```
31
Properties=species:S:1:pos:R:3:nbo_charge:R:1
V -1.10946 -0.18580 -1.27531 0.991
C -1.33189 3.21824 0.83767 -0.609
C -0.18133 2.48068 0.16416 0.132
C 1.16737 2.97351 0.65933 -0.629
O -0.35195 1.09282 0.47472 -0.742
C -0.32482 2.68957 -1.36584 0.762
O -0.00440 3.78822 -1.82392 -0.729
O -0.81866 1.70343 -1.99890 -0.737
H -1.25435 3.11762 1.92349 0.187
H -2.28032 2.78679 0.51347 0.226
H -1.30688 4.27266 0.56084 0.211
H 1.23066 2.86648 1.74626 0.186
H 1.28938 4.01929 0.38234 0.225
H 1.97576 2.39857 0.20490 0.231
H 0.51197 0.66535 0.62275 0.515
F 1.09868 -0.57794 -1.51174 -0.552
B 2.25891 -0.82875 -0.70721 1.357
F 2.05060 -0.20888 0.55993 -0.579
F 3.37060 -0.25712 -1.32140 -0.565
F 2.42685 -2.19984 -0.53652 -0.567
C -0.67042 -3.66515 -0.79655 -0.733
C -0.69946 -2.70945 0.34774 0.447
C -0.39792 -3.19392 1.73190 -0.682
O -0.90983 -1.46278 0.17222 -0.576
H -0.90671 -4.68306 -0.46836 0.182
H 0.33140 -3.68007 -1.25065 0.240
H -1.37947 -3.33681 -1.56165 0.292
H 0.53511 -3.77196 1.75489 0.210
H -1.19198 -3.85321 2.11498 0.194
H -0.29708 -2.34183 2.40406 0.225
Se -2.83037 -1.11666 -2.55759 -1.114
```

spin multiplicity	2
molecular weight	377.88	g/mol
highest occupied orbital energy (spin up / spin down)	0.0355 / 0.0343	hartree
electronic energy	-118248.89132	eV
net charge	-2
maximum force	2.1	eV Å⁻¹
energy relative to the best compared isomer or geometry (same formula, charge and spin)	15.2	kcal/mol
LUMO (spin up / spin down)	5.285 / 5.280	eV
frontier orbital gap (spin up / spin down)	4.320 / 4.347	eV

# 2
A cluster of 2 separate species, C2H5NO7 in total. Source: the OMol25 dataset; level of theory: ωB97M-V/def2-TZVPD.

```
15
Properties=species:S:1:pos:R:3:nbo_charge:R:1
C -0.33548 0.21256 -0.37899 0.455
C -0.54360 0.15057 1.18759 0.677
N 0.76275 0.77879 -0.74239 0.175
O 1.73326 1.26952 -0.07773 -0.694
O 0.93684 0.71777 -2.20300 -0.664
O 0.45164 -1.93641 -0.55230 -1.065
O -1.30587 0.02578 -1.19743 -0.820
O -0.11671 -0.98357 1.69244 -0.878
O 0.08506 1.24931 1.90718 -0.785
O -1.96621 0.32174 1.27029 -0.800
H 0.84163 1.32774 1.40076 0.477
H 0.20054 0.03537 -2.21470 0.488
H 0.15512 -1.68249 0.46568 0.504
H 1.26329 -1.69198 -0.84725 0.445
H -2.16225 0.20531 0.28987 0.485
```

molecular weight	155.06	g/mol
highest occupied orbital energy	0.0267	hartree
electronic energy	-17972.94746	eV
net charge	-2
maximum force	5.1	eV Å⁻¹
energy relative to the best compared isomer or geometry (same formula, charge and spin)	30.7	kcal/mol
LUMO	6.780	eV
frontier orbital gap	6.054	eV

# 3
A cluster of 3 separate species, C18H36N3O10 in total. Source: the OMol25 dataset; level of theory: ωB97M-V/def2-TZVPD.

```
67
Properties=species:S:1:pos:R:3:nbo_charge:R:1
C -1.36460 1.14628 -1.32120 -0.692
C 0.12273 0.95085 -1.78840 0.334
N 1.10129 0.92488 -0.96690 -0.624
C 0.28742 0.77723 -3.36101 -0.306
N -0.53530 -0.38812 -3.74896 -0.658
C 0.15561 -1.31256 -4.62820 0.564
O 0.41102 -0.81581 -5.92423 -0.708
O -0.76388 -2.44850 -4.84727 -0.501
C -1.41433 -2.76794 -3.70223 0.554
N -1.75915 -2.86167 -2.61327 -0.402
C 1.48468 -1.92576 -4.01392 0.669
O 2.52995 -1.78226 -4.69162 -0.744
O 1.53259 -2.55076 -2.89540 -0.760
H -1.77956 2.10715 -1.72732 0.204
H -1.47812 1.07913 -0.21467 0.238
H -1.96632 0.31408 -1.78754 0.241
H 1.93799 0.77253 -1.55316 0.335
H 1.35785 0.72209 -3.67639 0.223
H -0.18157 1.71315 -3.79623 0.182
H -1.43434 -0.09016 -4.12835 0.372
H 0.85054 0.04649 -5.87946 0.483
C 4.52016 -1.95371 -2.14686 -0.242
O 4.48247 -1.94333 -0.72671 -0.571
C 3.40085 -2.68983 -0.18743 -0.103
C 3.84935 -3.56208 0.97775 -0.079
O 4.72081 -4.64128 0.63699 -0.547
C 6.03747 -4.32010 0.20524 -0.082
C 6.93464 -3.67730 1.25477 -0.090
O 6.52682 -2.35034 1.55247 -0.540
C 6.57076 -2.03691 2.92678 -0.248
H 3.84355 -1.19787 -2.54530 0.191
H 5.54272 -1.71760 -2.45711 0.158
H 4.26585 -2.93446 -2.55337 0.189
H 2.93054 -3.31847 -0.94796 0.215
H 2.65465 -1.97229 0.17397 0.182
H 2.95458 -4.03332 1.39347 0.181
H 4.27105 -2.96586 1.78942 0.164
H 6.00989 -3.72893 -0.71018 0.198
H 6.49125 -5.27838 -0.06741 0.174
H 7.96002 -3.62697 0.86940 0.168
H 6.93460 -4.30199 2.15734 0.163
H 6.16189 -2.84863 3.53815 0.163
H 5.95174 -1.15267 3.08925 0.192
H 7.59765 -1.81385 3.23461 0.159
C -7.12990 4.66786 0.76975 -0.250
O -6.76350 3.78089 1.80775 -0.549
C -6.68668 2.42229 1.39759 -0.092
C -5.43601 1.73945 1.93514 -0.083
O -4.20429 2.20358 1.39377 -0.534
C -3.78618 3.52265 1.73241 -0.083
C -3.45060 3.74762 3.19950 -0.095
O -4.61624 3.72402 4.01270 -0.550
C -4.44630 3.02591 5.22910 -0.251
H -8.21751 4.68198 0.65169 0.167
H -6.79000 5.66740 1.04788 0.188
H -6.65078 4.40452 -0.17828 0.169
H -6.70143 2.33213 0.30698 0.174
H -7.56970 1.90961 1.79856 0.173
H -5.49556 0.68466 1.65384 0.191
H -5.40898 1.75068 3.02566 0.179
H -4.50349 4.25970 1.37120 0.178
H -2.86973 3.68811 1.15869 0.193
H -2.98859 4.73444 3.31544 0.174
H -2.72848 2.98800 3.52230 0.177
H -3.90388 2.08637 5.08148 0.169
H -5.43685 2.78189 5.61749 0.188
H -3.92313 3.65213 5.95784 0.167
```

molecular weight	454.50	g/mol
highest occupied orbital energy	-0.1750	hartree
electronic energy	-44190.89576	eV
net charge	-1
maximum force	3.8	eV Å⁻¹
energy relative to the best compared isomer or geometry (same formula, charge and spin)	0.0	kcal/mol
LUMO	2.292	eV
frontier orbital gap	7.054	eV

# 4
A structure of composition C8H25ClEuIN2P2S. Source: the OMol25 dataset; level of theory: ωB97M-V/def2-TZVPD.

```
41
Properties=species:S:1:pos:R:3:nbo_charge:R:1
C 0.62089 -1.66991 1.88924 -0.545
I -0.42799 1.08950 -2.90612 0.242
H 0.91938 -2.71763 1.73647 0.223
H -0.29422 -1.63411 2.48763 0.220
H 1.40861 -1.14426 2.43728 0.219
Eu 0.47821 -1.26277 -0.82180 1.308
P -2.23276 -1.55346 -0.26280 0.804
C -3.51688 -0.42859 0.38518 -0.924
C -2.66419 -1.89637 -2.02212 -0.932
H -3.50771 -2.59737 -2.08882 0.278
H -3.35305 -3.63081 0.35211 0.268
H -1.77762 -2.33990 -2.51391 0.246
H -1.56172 -3.83956 0.20870 0.260
H -3.46020 0.50562 -0.20443 0.243
H -2.89100 -0.94443 -2.52837 0.246
C -2.37418 -3.18283 0.57511 -0.928
H -4.52042 -0.88224 0.30703 0.267
H -2.24341 -3.02700 1.65965 0.256
H -3.26436 -0.20323 1.43773 0.268
P 2.70215 0.32246 -0.28064 0.805
C 2.91548 2.01869 0.35974 -0.924
C 3.90194 -0.79490 0.54934 -0.928
H 2.85199 -0.56746 -2.53442 0.245
H 4.32907 0.37455 -2.12442 0.279
H 2.77427 1.21538 -2.54730 0.247
C 3.23358 0.34893 -2.04550 -0.932
H 3.70287 -1.83206 0.21634 0.259
H 4.92749 -0.50189 0.28269 0.268
H 3.96545 2.34897 0.27602 0.266
H 2.58122 2.02266 1.41340 0.268
H 3.73945 -0.73351 1.63915 0.257
H 2.24835 2.67574 -0.22889 0.243
Cl 1.29303 -3.44517 -1.82011 -0.498
N -0.33223 4.15681 0.76175 -0.763
C -1.15822 3.08150 0.79929 0.361
N -2.48625 3.32739 0.79004 -0.762
S -0.54722 1.48461 0.83642 -0.387
H -0.67885 5.07704 0.96629 0.417
H 0.67177 3.99511 0.75442 0.422
H -3.12873 2.53795 0.80896 0.423
H -2.84398 4.24658 0.99968 0.418
```

spin multiplicity	7
molecular weight	557.64	g/mol
highest occupied orbital energy (spin up / spin down)	-0.5434 / -0.5404	hartree
electronic energy	-81029.09956	eV
net charge	+2
maximum force	2.7	eV Å⁻¹
LUMO (spin up / spin down)	-8.196 / -10.332	eV
frontier orbital gap (spin up / spin down)	6.590 / 4.372	eV

# 5
A structure of composition C13H23N3O2S. Source: the OMol25 dataset; level of theory: ωB97M-V/def2-TZVPD.

```
42
Properties=species:S:1:pos:R:3:nbo_charge:R:1
C -2.12313 -3.86171 2.09239 -0.619
C -1.77912 -2.31487 2.29392 -0.421
C -2.30127 -1.40988 1.10192 -0.222
N -2.32390 0.06596 1.44701 -0.640
C -1.10139 0.61491 0.83241 0.171
C -1.09347 1.35172 -0.48988 -0.207
C 0.21192 1.80657 -0.99489 -0.210
C 1.48560 1.54160 -0.25840 0.085
N 2.80602 1.84840 -0.57036 -0.567
S 3.77223 1.25725 0.65901 0.830
N 2.66725 0.56564 1.74647 -0.585
C 1.48641 0.81214 1.07643 0.114
C 0.14702 0.36504 1.57562 -0.276
H -1.28275 -4.42489 2.59790 0.213
H -3.09034 -4.16769 2.56889 0.215
H -2.08023 -4.12201 0.99260 0.211
H -0.65098 -2.24349 2.27103 0.203
H -2.10312 -1.91971 3.29718 0.200
H -3.32437 -1.69903 0.73712 0.197
H -1.56919 -1.54963 0.25046 0.202
H -2.22080 0.16887 2.46478 0.366
H -2.04694 1.52189 -1.03834 0.265
H 0.25434 2.35760 -1.96159 0.245
H 0.09770 -0.18621 2.55469 0.225
C -2.65380 4.94069 -3.85834 -0.632
C -1.59456 4.21252 -3.05428 -0.067
O -1.89317 2.82021 -2.98445 -0.733
H -3.63857 4.80260 -3.40702 0.215
H -2.43734 6.00953 -3.91210 0.215
H -2.70951 4.54222 -4.87512 0.198
H -1.55682 4.59790 -2.03441 0.185
H -0.60600 4.33849 -3.50823 0.159
H -1.91640 2.48122 -3.88773 0.467
C 3.62217 -2.88712 -0.15908 -0.634
C 3.95115 -3.12074 1.30315 -0.059
O 4.95761 -2.21397 1.73631 -0.721
H 4.51425 -3.01281 -0.77665 0.212
H 2.85398 -3.58346 -0.50329 0.208
H 3.26568 -1.86500 -0.31643 0.198
H 4.32672 -4.13402 1.45354 0.175
H 3.06230 -2.98533 1.92861 0.156
H 4.61482 -1.32138 1.60913 0.462
```

molecular weight	285.41	g/mol
highest occupied orbital energy	-0.3166	hartree
electronic energy	-33251.50926	eV
maximum force	4.3	eV Å⁻¹
energy relative to the best compared isomer or geometry (same formula, charge and spin)	112.7	kcal/mol
LUMO	-0.955	eV
frontier orbital gap	7.660	eV

# 6
A cluster of 6 separate species, C29H60BFN3O14S in total. Source: the OMol25 dataset; level of theory: ωB97M-V/def2-TZVPD.

```
109
Properties=species:S:1:pos:R:3:mulliken_charge:R:1
C -6.26169 -1.84282 -3.74374 -0.747
C -5.24952 -0.60978 -3.33562 0.506
C -3.80508 -0.54585 -4.15429 -0.571
C -2.69230 0.60771 -3.80347 -0.103
C -2.99977 1.73658 -2.62152 0.286
C -1.76405 2.82078 -2.33256 -0.471
C -0.87579 2.14753 -1.10870 -0.348
C -1.37107 2.33200 0.44373 -0.008
B -2.28049 3.62948 0.88097 0.658
N -3.44645 3.35002 1.86071 -0.635
O -2.06750 5.02795 0.44461 -0.576
C 0.14488 2.19690 1.12707 -0.281
C 0.29804 1.32766 2.50871 -0.752
C -0.23918 -0.23695 2.38346 -0.200
N -0.17200 -0.98963 3.56255 -0.542
C 1.29789 2.11921 -0.03567 0.190
C 2.88972 2.05251 0.35296 -0.735
C 3.62407 0.66125 -0.20593 0.170
C 3.72861 -0.50977 0.97639 -0.576
S 2.55478 -1.96448 0.66569 0.863
O 1.33342 -1.56570 -0.22740 -0.535
O 2.01512 -2.57002 2.01897 -0.515
O 3.36808 -3.22526 -0.20453 -0.463
N 0.65859 2.12443 -1.27434 0.447
C 1.46015 2.10248 -2.57641 -0.769
C 1.05613 0.88081 -3.59356 -0.241
F 0.39195 -0.28171 -2.92526 -0.305
C -4.42726 1.71964 -1.80640 -0.277
C -5.53573 0.53056 -2.18900 -0.694
H -6.29433 -1.85136 -4.93719 0.157
H -5.72143 -2.83915 -3.40500 0.264
H -7.33802 -1.74842 -3.29032 0.281
H -3.60596 -1.37163 -4.98872 0.246
H -1.67439 0.59344 -4.42171 -0.098
H -1.13442 2.89526 -3.34149 0.323
H -2.14274 3.90508 -2.11126 0.321
H -1.10826 0.99023 -1.28775 0.229
H -2.11547 1.43376 0.63965 0.139
H -4.18468 4.09167 1.75907 0.271
H -3.92857 2.46165 1.53242 0.295
H -2.84623 5.23286 -0.18186 0.328
H 0.28399 3.31130 1.53179 0.349
H 1.38293 1.39990 2.99085 0.399
H -0.42179 1.84397 3.30878 0.405
H -0.66875 -0.64526 1.37363 0.295
H -0.56026 -1.95381 3.35966 0.309
H 3.50084 3.02661 0.07861 0.117
H 2.94091 1.96127 1.53771 0.396
H 3.01219 0.22419 -1.12969 0.162
H 4.70928 0.85122 -0.60278 0.009
H 4.82904 -0.96520 0.91772 0.397
H 3.55860 -0.06257 2.06644 0.347
H 3.36335 -2.92035 -1.16532 0.387
H 2.62013 2.08997 -2.42308 0.303
H 1.21676 3.12761 -3.13474 0.446
H 0.38937 1.32788 -4.47431 0.253
H 2.00739 0.41688 -4.14573 0.388
H -4.66973 2.51795 -0.95791 0.253
H -6.56787 0.50066 -1.61700 0.246
C 7.74551 2.11718 -1.78366 -0.233
C 8.54338 0.81866 -1.76116 -0.502
O 8.57889 0.26620 -3.07880 -0.540
O 6.42770 1.86721 -2.26864 -0.487
H 7.67396 2.55381 -0.78390 0.243
H 8.20827 2.84384 -2.45938 0.291
H 8.06085 0.08158 -1.11392 0.243
H 9.56810 0.98325 -1.41440 0.337
H 9.13855 0.84681 -3.62255 0.329
H 6.52697 1.21205 -2.98817 0.332
C 2.67708 -2.66062 6.46073 -0.187
C 2.02263 -3.98116 6.07200 -0.483
O 0.60306 -3.84955 6.17279 -0.454
O 2.29009 -2.30006 7.78532 -0.545
H 3.76723 -2.73393 6.42192 0.329
H 2.34852 -1.85550 5.79546 0.160
H 2.32361 -4.77674 6.75867 0.287
H 2.28331 -4.27272 5.05004 0.286
H 0.31482 -3.25464 5.45936 0.263
H 1.34745 -2.54856 7.86587 0.336
C 5.93727 6.63940 0.84774 -0.423
C 5.28281 5.31885 0.45902 -0.346
O 3.86324 5.45047 0.55980 -0.535
O 5.55027 6.99996 2.17233 -0.502
H 7.02742 6.56609 0.80893 0.335
H 5.60870 7.44452 0.18247 0.272
H 5.58379 4.52328 1.14569 0.207
H 5.54350 5.02730 -0.56295 0.346
H 3.57501 6.04538 -0.15362 0.306
H 4.60763 6.75146 2.25289 0.332
C -7.38488 -4.21544 -6.64940 -0.258
C -8.03934 -5.53599 -7.03813 -0.533
O -9.45891 -5.40438 -6.93735 -0.532
O -7.77188 -3.85489 -5.32482 -0.481
H -6.29474 -4.28875 -6.68822 0.288
H -7.71345 -3.41032 -7.31468 0.280
H -7.73836 -6.33156 -6.35146 0.287
H -7.77866 -5.82755 -8.06010 0.319
H -9.74715 -4.80946 -7.65077 0.317
H -8.71452 -4.10339 -5.24426 0.322
C -3.40151 -4.67348 5.36469 -0.152
C -3.44190 -4.13133 6.78866 -0.456
O -2.74975 -5.03341 7.65460 -0.559
O -3.98908 -5.97249 5.32449 -0.542
H -3.94732 -4.02067 4.67822 0.303
H -2.36778 -4.77331 5.01799 0.154
H -4.47278 -4.06582 7.14649 0.291
H -2.97639 -3.14328 6.85524 0.283
H -1.80365 -4.97810 7.43590 0.326
H -3.70296 -6.42130 6.14517 0.352
```

molecular weight	736.68	g/mol
highest occupied orbital energy	-0.3862	hartree
electronic energy	-78386.23721	eV
net charge	+1
maximum force	7.4	eV Å⁻¹
energy relative to the best compared isomer or geometry (same formula, charge and spin)	394.3	kcal/mol
LUMO	-3.744	eV
frontier orbital gap	6.764	eV

Which formula does entry 5 have?
C13H23N3O2S

Which of these has the lowest molecular weight?
C2H5NO7

What is the molecular weight in the sixth record?
736.68 g/mol

electronic energy of number 4 (C8H25ClEuIN2P2S)?
-81029.09956 eV